The following is a DFT calculation (ωB97M-V with the def2-TZVPD basis set) of a 2-piece molecular cluster, C4H6O6S3 overall in a non-equilibrium geometry.

* net charge: -2
* energy above the lowest of the compared OMol25 structures with the same formula, charge and spin: 68.6 kJ/mol
* E: -49035.1975 eV
* gap between HOMO and LUMO (alpha / beta): 6.1 / 6.2 eV
* E_HOMO (alpha / beta): -0.726 / -0.786 eV

Geometry as XYZ:
```
19
C4H6O6S3 ωB97M-V with the def2-TZVPD basis set
S -1.529 -1.861 -0.330
S 0.047 -0.490 1.712
S -1.747 2.217 -0.014
O -1.797 -1.765 -1.766
O -0.464 2.953 -0.220
O -2.350 2.509 1.303
O -2.725 -1.849 0.504
O -2.669 2.384 -1.154
O -0.632 -2.994 -0.018
C 1.817 -0.247 1.256
C 0.658 -0.368 -0.864
C -0.510 -0.423 0.064
C 1.774 0.369 -0.132
H 2.740 0.277 -0.639
H 0.368 0.124 -1.793
H 2.282 -1.236 1.246
H 1.490 1.421 -0.057
H 2.298 0.381 2.005
H 0.949 -1.401 -1.103
```

The following is a DFT calculation (ωB97M-V with the def2-TZVPD basis set) of a 2-piece molecular cluster, C3H8O4 overall in a non-equilibrium geometry.

* energy above the lowest of the compared OMol25 structures with the same formula, charge and spin: 174.5 kJ/mol
* E: -11429.4606 eV
* gap between HOMO and LUMO: 10.9 eV
* SMILES: O=C(O)CCO.O
* E_HOMO: -10.482 eV

Geometry as XYZ:
```
15
C3H8O4 ωB97M-V with the def2-TZVPD basis set
O 1.334 -0.914 -2.458
O 2.118 1.173 0.720
O 0.146 -1.246 -0.515
O -4.707 -0.996 3.735
C 0.822 1.573 0.138
C 0.724 1.058 -1.322
C 0.651 -0.447 -1.531
H 0.931 -1.892 -0.468
H 2.449 0.638 -0.007
H 1.693 1.423 -1.774
H -0.055 1.449 -1.908
H 0.081 1.267 0.920
H -5.609 -1.028 4.151
H 0.695 2.636 0.279
H -4.503 -1.738 3.234
```

The following is a DFT calculation (ωB97M-V with the def2-TZVPD basis set) of C27H44BN8Si2Sn as an isolated structure.

* net charge: +1
* energy above the lowest of the compared OMol25 structures with the same formula, charge and spin: 1.2 kJ/mol
* E: -62898.1787 eV
* gap between HOMO and LUMO: 7.4 eV
* E_HOMO: -10.909 eV

Geometry as XYZ:
```
83
C27H44BN8Si2Sn ωB97M-V with the def2-TZVPD basis set
Sn 0.597 -0.918 0.007
Si -2.419 2.187 -0.036
Si -1.560 -4.132 -0.024
N 1.909 1.643 1.275
N 1.912 1.644 -1.253
N 2.915 -0.872 0.015
N 0.959 0.694 1.468
N -2.084 -2.440 0.008
N -2.280 0.392 -0.002
N 3.599 0.301 0.015
N 0.964 0.696 -1.451
C -0.562 -4.275 -1.596
C 2.894 3.600 -2.442
C -5.784 -0.600 0.068
C 5.945 1.137 0.020
C 1.954 2.443 2.353
C -3.219 -1.886 0.029
C 0.406 0.899 -2.647
C -0.525 -4.321 1.520
C 2.889 3.595 2.471
C 1.012 2.004 -3.240
C -2.835 -5.499 -0.028
C -4.701 0.183 0.052
C 3.809 -1.861 0.019
C 3.390 -3.294 0.020
C 1.959 2.447 -2.329
C -4.485 -2.642 0.042
C -0.686 0.021 -3.160
C -3.254 2.778 1.536
C -3.280 2.711 -1.617
C -0.788 3.079 -0.070
C 4.919 0.057 0.019
C -5.678 -2.048 0.062
C 0.401 0.893 2.664
C -0.690 0.012 3.175
C 5.093 -1.318 0.021
C 1.005 1.997 3.261
C -3.323 -0.347 0.030
B 2.809 1.621 0.012
H -4.242 2.245 -1.811
H -3.427 3.792 -1.598
H -0.435 -0.380 4.159
H -3.480 -5.483 -0.908
H 5.857 1.771 -0.862
H -2.593 2.599 2.385
H 2.719 4.104 3.417
H -4.411 -3.718 0.036
H -0.872 -0.830 2.504
H 3.927 3.268 2.437
H 2.796 -3.533 -0.863
H 2.794 -3.531 0.903
H -1.624 0.565 3.267
H -0.083 -5.253 -1.658
H 2.725 4.112 -3.387
H -6.584 -2.639 0.073
H -1.151 -4.243 2.410
H 6.939 0.693 0.023
H 0.796 2.430 -4.203
H 0.789 2.420 4.226
H -0.433 -0.366 -4.147
H -2.288 -6.444 -0.046
H -0.197 2.878 -0.959
H -3.461 -5.506 0.864
H 2.738 4.308 1.662
H -0.180 2.916 0.814
H -4.214 2.323 1.765
H 0.219 -3.516 -1.663
H 3.539 2.559 0.014
H 3.933 3.273 -2.408
H -0.869 -0.824 -2.494
H 2.742 4.311 -1.631
H -1.208 -4.170 -2.469
H -3.400 3.857 1.474
H -0.045 -5.301 1.541
H -1.620 0.576 -3.248
H -2.631 2.498 -2.469
H 0.257 -3.563 1.592
H -1.049 4.140 -0.090
H -4.835 1.252 0.053
H 4.264 -3.940 0.022
H 6.026 -1.851 0.025
H -6.769 -0.152 0.084
H 5.852 1.774 0.899
```

The following is a DFT calculation (ωB97M-V with the def2-TZVPD basis set) of C21H43AlClN2NbO9P2 as an isolated structure in a non-equilibrium geometry.

* net charge: +2
* E: -83104.7885 eV
* gap between HOMO and LUMO: 4.7 eV
* E_HOMO: -13.759 eV

Geometry as XYZ:
```
80
C21H43AlClN2NbO9P2 ωB97M-V with the def2-TZVPD basis set
Nb 1.262 -1.439 -1.205
Cl 2.899 -0.285 2.330
P 1.448 0.951 -0.127
P 2.512 -1.772 1.090
Al -4.016 -0.997 -2.075
O -4.202 1.014 -0.981
O -5.198 -1.825 4.156
O -4.827 -0.982 1.694
O -5.846 1.476 0.333
O -9.414 -0.937 0.800
O 0.844 1.735 -1.235
O 3.909 -2.482 0.931
O 1.112 -1.109 -5.344
O -9.819 -1.645 3.272
N 0.951 -3.174 -4.378
N -4.726 1.651 -0.051
C 0.445 -0.957 -3.117
C -2.184 -3.348 1.100
C -1.236 -3.028 -0.074
C -6.286 -1.630 3.420
C 6.461 3.201 1.505
C -0.113 -3.852 -3.650
C 5.605 2.927 0.267
C 0.874 -1.773 -4.378
C -0.640 -1.614 0.051
C 7.330 4.455 1.409
C 4.651 4.055 -0.123
C -1.678 -0.525 -0.242
C 8.354 4.400 0.279
C 2.313 -3.660 -4.103
C -7.535 -1.804 3.870
C -7.087 -0.952 1.107
C 3.615 4.365 0.952
C -6.006 -1.172 2.012
C -8.353 -1.113 1.543
C -3.885 2.670 0.630
C -8.650 -1.540 2.976
H -7.753 -2.125 4.878
H -4.480 3.124 1.413
H -0.650 -0.930 -3.095
H 8.978 5.293 0.279
H 3.053 -1.268 -1.533
H 6.701 5.341 1.291
H -2.435 -0.524 0.553
H 4.069 4.717 1.878
H 2.764 1.268 0.242
H -4.436 -1.611 3.589
H 0.782 0.065 -3.320
H -10.197 -1.118 1.363
H -2.141 -4.400 1.366
H -0.474 -3.800 -0.154
H 7.854 4.580 2.358
H 2.675 -4.291 -4.911
H 3.007 -2.823 -4.007
H 4.133 3.766 -1.043
H 5.211 4.959 -0.365
H 7.107 2.335 1.682
H 0.245 -4.370 -2.755
H -0.570 -4.610 -4.287
H 7.878 4.337 -0.701
H -1.306 0.496 -0.312
H -3.217 -3.111 0.847
H -0.914 -3.158 -3.391
H 0.654 0.979 1.034
H 2.921 5.135 0.616
H -1.955 -2.740 1.976
H 1.414 -3.200 -1.273
H 3.035 3.463 1.187
H -2.247 -0.762 -1.169
H -3.586 3.397 -0.120
H 2.343 -4.221 -3.167
H -3.017 2.155 1.030
H 4.624 -1.968 0.519
H -0.374 -1.477 1.103
H 5.819 3.280 2.388
H -1.839 -3.055 -0.990
H 5.018 2.010 0.448
H 9.012 3.536 0.392
H -6.843 -0.659 0.098
H 6.253 2.701 -0.583
```

The following is a DFT calculation (ωB97M-V with the def2-TZVPD basis set) of an isolated ion of composition C2H5N4 and charge +1 in a non-equilibrium geometry.

* net charge: +1
* energy above the lowest of the compared OMol25 structures with the same formula, charge and spin: 601.5 kJ/mol
* E: -8101.4925 eV
* gap between HOMO and LUMO (alpha / beta): 7.2 / 8.9 eV
* E_HOMO (alpha / beta): -15.033 / -15.010 eV

Geometry as XYZ:
```
11
C2H5N4 ωB97M-V with the def2-TZVPD basis set
N -1.587 1.851 0.893
N 0.336 -1.483 -0.425
N -1.571 -0.709 0.664
N -0.401 -0.505 0.205
C 0.303 0.694 0.093
C -0.420 1.793 0.470
H -2.079 -0.186 1.421
H 0.193 2.663 0.596
H 1.296 0.766 -0.331
H 1.277 -1.243 -0.885
H -0.056 -2.344 -0.626
```

The following is a DFT calculation (ωB97M-V with the def2-TZVPD basis set) of a 3-piece molecular cluster, C21H33BrF2OP overall.

* net charge: -1
* E: -109125.9526 eV
* gap between HOMO and LUMO: 6.8 eV
* E_HOMO: -4.293 eV

Geometry as XYZ:
```
59
C21H33BrF2OP ωB97M-V with the def2-TZVPD basis set
Br -3.223 0.497 -1.408
P -2.990 2.168 0.803
F 5.678 -5.784 -2.254
F 3.575 -0.591 -5.224
O -1.020 1.808 6.352
C 0.158 1.097 6.055
C -2.734 0.476 5.198
C -4.079 0.932 3.093
C -0.475 3.409 0.157
C 0.055 0.092 -3.208
C 4.989 -4.138 -3.782
C 4.202 -6.164 -5.520
C 2.407 -0.364 -4.552
C -3.404 1.537 4.331
C -0.787 4.628 1.031
C 4.042 -4.835 -5.885
C -1.095 2.092 0.619
C 1.069 -0.653 -2.618
C 5.136 -5.470 -3.453
C 4.434 -3.825 -5.016
C -2.174 0.994 6.511
C -3.096 0.648 1.964
C 4.756 -6.498 -4.291
C 2.264 -0.892 -3.287
C 1.429 0.379 -5.177
C 0.245 0.603 -4.484
H -2.895 1.640 7.018
H 3.892 -6.953 -6.193
H 0.613 3.290 0.102
H -2.101 0.413 2.351
H -0.544 1.184 -4.946
H -0.917 4.329 2.076
H 5.302 -3.374 -3.084
H 3.065 -1.471 -2.848
H 0.922 -1.054 -1.623
H -0.805 3.592 -0.873
H -1.720 5.118 0.752
H -0.894 1.322 -0.128
H 1.600 0.767 -6.172
H -4.602 0.016 3.396
H 0.835 1.110 6.915
H 0.656 1.551 5.197
H -4.117 2.110 4.935
H 3.605 -4.582 -6.842
H -0.662 1.752 1.566
H -3.407 -0.190 1.340
H -4.436 2.098 0.724
H -0.872 0.270 -2.676
H 4.306 -2.786 -5.291
H 0.013 5.372 0.994
H -3.006 3.159 -0.257
H -1.919 0.019 4.625
H -3.439 -0.336 5.409
H -2.989 3.131 1.858
H -2.648 2.252 3.988
H -4.860 1.606 2.714
H 4.891 -7.523 -3.978
H -1.946 0.155 7.185
H -0.042 0.049 5.810
```

Among the records above, which one has the lowest E?
C21H33BrF2OP

What is the formula in the sixth record?
C21H33BrF2OP